[1]
Entry from the OMol25 dataset: a cluster of 2 separate species, BrClH2N2 in total at a distorted geometry (ωB97M-V/def2-TZVPD).

Computed properties:
Multiplicity: 3
Relative energy (zero: lowest compared OMol25 entry of this formula, charge and spin) in kJ/mol: 0.0
HOMO energy (alpha / beta) in Eh: -0.3227 / -0.3871
Orbital gap (alpha / beta) in eV: 9.29 / 7.14
DFT total energy in eV: -85573.147
E_LUMO (alpha / beta) in eV: 0.51 / -3.39

Last column: Mulliken spin population.
CARTESIAN COORDINATES (ANGSTROEM)
N (0.82, 0.36, 0.09)  0.261
N (-0.45, 0.21, 0.65)  0.756
Cl (-0.93, -2.12, -0.11)  0.895
Br (-1.64, 1.34, -0.14)  0.072
H (0.90, 0.67, -0.88)  0.014
H (1.29, -0.45, 0.40)  0.002

***

[2]
Entry from the OMol25 dataset: a cluster of 2 separate species, BrClH2O2Si in total at a distorted geometry (ωB97M-V/def2-TZVPD).

Computed properties:
Multiplicity: 1
Relative energy (zero: lowest compared OMol25 entry of this formula, charge and spin) in kJ/mol: 245.8
HOMO energy in Eh: -0.3574
Orbital gap in eV: 8.80
DFT total energy in eV: -94572.921
E_LUMO in eV: -0.93

Last column: Mulliken charge in e.
CARTESIAN COORDINATES (ANGSTROEM)
O (-0.07, 1.31, 0.10)  -0.305
O (0.38, -0.86, -1.33)  -0.378
Si (-0.74, 0.04, -0.63)  0.629
Cl (-2.02, -1.39, 1.59)  -0.523
Br (-2.39, 0.63, -1.80)  -0.094
H (-0.57, 1.90, 0.52)  0.289
H (0.60, -1.67, -1.76)  0.383

***

[3]
Entry from the OMol25 dataset: a cluster of 2 separate species, BrClH2O2Si in total at a distorted geometry (ωB97M-V/def2-TZVPD).

Computed properties:
Multiplicity: 1
Relative energy (zero: lowest compared OMol25 entry of this formula, charge and spin) in kJ/mol: 369.0
HOMO energy in Eh: -0.3550
Orbital gap in eV: 9.17
DFT total energy in eV: -94571.645
E_LUMO in eV: -0.49

Last column: Mulliken charge in e.
CARTESIAN COORDINATES (ANGSTROEM)
O (-0.28, 0.31, 1.46)  -0.734
O (0.94, 0.23, -1.51)  -0.358
Si (1.71, 0.61, -0.13)  0.785
Cl (2.21, 2.57, 0.06)  -0.163
Br (3.10, -0.84, 0.28)  -0.058
H (-0.83, 0.84, 0.89)  0.225
H (0.11, 0.60, -1.65)  0.303

***

[4]
Entry from the OMol25 dataset: the molecule BrClHNO2S at a distorted geometry (ωB97M-V/def2-TZVPD).

Computed properties:
Multiplicity: 1
Relative energy (zero: lowest compared OMol25 entry of this formula, charge and spin) in kJ/mol: 270.1
HOMO energy (alpha / beta) in Eh: -0.3858 / -0.3857
Orbital gap (alpha / beta) in eV: 7.63 / 7.62
DFT total energy in eV: -98996.588
E_LUMO (alpha / beta) in eV: -2.87 / -2.88

Last column: Mulliken charge in e.
CARTESIAN COORDINATES (ANGSTROEM)
N (-0.35, 0.09, 2.04)  -0.273
O (0.32, 0.47, -2.66)  -0.377
O (-0.07, 0.93, -0.36)  -0.504
S (0.90, 0.43, -1.35)  0.711
Cl (-1.08, -0.78, 1.02)  0.309
Br (0.44, -2.13, -0.45)  -0.204
H (-0.17, 0.99, 1.77)  0.339

***

[5]
Entry from the OMol25 dataset: a structure of composition BrClN2O2 at a distorted geometry (ωB97M-V/def2-TZVPD).

Computed properties:
Multiplicity: 1
Relative energy (zero: lowest compared OMol25 entry of this formula, charge and spin) in kJ/mol: 118.5
HOMO energy (alpha / beta) in Eh: -0.3645 / -0.3278
Orbital gap (alpha / beta) in eV: 9.60 / 7.34
DFT total energy in eV: -89632.894
E_LUMO (alpha / beta) in eV: -0.32 / -1.58

Last column: Mulliken charge in e.
CARTESIAN COORDINATES (ANGSTROEM)
N (1.05, -0.82, -0.03)  -0.130
N (-1.28, 0.43, -0.35)  0.885
O (-1.42, 1.19, -1.18)  -0.461
O (-1.73, -0.23, 0.48)  -0.398
Cl (2.47, -0.05, -0.66)  -0.010
Br (0.90, -0.53, 1.75)  0.115

***

[6]
Entry from the OMol25 dataset: a cluster of 2 separate species, BrClNO in total at a distorted geometry (ωB97M-V/def2-TZVPD).

Computed properties:
Charge: -1
Multiplicity: 1
Relative energy (zero: lowest compared OMol25 entry of this formula, charge and spin) in kJ/mol: 23.9
HOMO energy in Eh: -0.1430
Orbital gap in eV: 6.31
DFT total energy in eV: -86102.288
E_LUMO in eV: 2.42

Last column: Mulliken charge in e.
CARTESIAN COORDINATES (ANGSTROEM)
N (-0.30, 0.30, 0.53)  0.265
O (-0.06, -0.70, 1.07)  -0.102
Cl (2.45, 0.20, -1.12)  -0.938
Br (-2.08, 0.20, -0.48)  -0.224